Record 1
{
  "formula": "C3H3NO",
  "method": "ωB97M-V/def2-TZVPD",
  "charge": 0,
  "e_tot_ev": -6690.69387,
  "e_homo_ev": -9.734,
  "de_lowest_ev": 5.798,
  "homo_lumo_gap_ev": 9.802,
  "elements": ["C", "C", "C", "N", "O", "H", "H", "H"],
  "xyz": [[-2.22532, -0.35530, -0.17524], [-1.10389, 0.19023, 0.22230], [0.12561, 0.91412, -0.02162], [1.19948, 0.42371, 0.01025], [1.38058, -0.91946, 0.00318], [-2.88813, -1.38743, 0.15762], [0.22275, 2.12316, -0.21579], [2.44598, -0.84032, -0.19174]],
  "nbo_charge": [-0.217, -0.081, -0.043, -0.133, -0.528, 0.280, 0.227, 0.495]
}

=====

Record 2
{
  "formula": "C39H38CaIN7O2SSi",
  "method": "ωB97M-V/def2-TZVPD",
  "charge": 0,
  "e_tot_ev": -100843.95264,
  "e_homo_ev": -6.912,
  "de_lowest_ev": 1.171,
  "homo_lumo_gap_ev": 7.208,
  "elements": ["Ca", "C", "N", "C", "C", "C", "C", "C", "C", "N", "C", "C", "C", "C", "C", "C", "N", "C", "C", "C", "C", "C", "N", "H", "H", "H", "H", "H", "H", "H", "H", "H", "H", "H", "H", "H", "H", "H", "H", "H", "H", "C", "Si", "C", "C", "C", "C", "C", "C", "N", "C", "S", "H", "H", "H", "H", "H", "H", "H", "H", "H", "H", "H", "H", "O", "C", "N", "C", "O", "C", "C", "C", "C", "C", "C", "H", "H", "H", "H", "I", "C", "C", "C", "C", "C", "N", "H", "H", "H", "H"],
  "xyz": [[0.19910, -0.12294, 0.38824], [-1.85310, 2.59456, -0.44789], [-1.07236, 2.07765, 0.66827], [-1.88283, 1.95442, 1.87998], [-2.11953, 0.54803, 2.36159], [-3.37427, 0.14037, 2.80531], [-3.50126, -1.10258, 3.40473], [-2.36878, -1.88848, 3.54843], [-1.16995, -1.41240, 3.03840], [-1.05145, -0.22934, 2.46151], [0.05649, 2.96807, 0.89245], [1.12435, 2.90780, -0.15595], [1.88158, 4.04433, -0.44022], [2.97392, 3.93315, -1.27995], [3.28144, 2.68719, -1.80309], [2.45005, 1.62206, -1.49593], [1.39338, 1.73216, -0.70591], [-2.73341, 1.58230, -1.12494], [-4.07931, 1.84795, -1.36436], [-4.81023, 0.96750, -2.14360], [-4.17475, -0.16256, -2.63032], [-2.83741, -0.35830, -2.30935], [-2.13166, 0.49611, -1.59089], [-1.14545, 2.92595, -1.21534], [-2.46200, 3.46645, -0.14152], [-2.84759, 2.46473, 1.75972], [-1.35588, 2.44248, 2.70927], [-4.23207, 0.79045, 2.68825], [-4.46112, -1.43913, 3.77306], [-2.41975, -2.85618, 4.02159], [-0.26451, -2.00202, 3.09998], [0.55102, 2.65361, 1.81909], [-0.27902, 4.01145, 1.01629], [1.62292, 4.99606, -0.00159], [3.58415, 4.79424, -1.50881], [4.14549, 2.54338, -2.43219], [2.66282, 0.62626, -1.85897], [-4.54159, 2.74200, -0.97439], [-5.84747, 1.16538, -2.37604], [-4.69810, -0.87295, -3.24862], [-2.30977, -1.23794, -2.66058], [-1.78485, -7.04653, -0.59566], [-1.07901, -5.85781, 0.72819], [-1.61372, -6.35441, 2.49960], [0.81084, -6.00120, 0.66198], [-1.94019, -4.18950, 0.46301], [-3.31872, -4.16153, 0.47782], [-4.01000, -2.95665, 0.37346], [-3.26372, -1.80019, 0.27437], [-1.94082, -1.77840, 0.26016], [-1.27316, -2.94373, 0.35813], [0.42071, -2.84161, 0.38048], [-1.38584, -8.04502, -0.45493], [-1.50918, -6.72091, -1.59466], [-2.86680, -7.11702, -0.55819], [-1.26864, -7.35080, 2.75242], [-2.69186, -6.33619, 2.62613], [-1.18462, -5.66582, 3.22269], [1.10366, -7.03654, 0.81377], [1.27366, -5.39735, 1.43437], [1.20820, -5.66825, -0.29028], [-3.86894, -5.08700, 0.58223], [-5.08903, -2.92355, 0.38122], [-3.75720, -0.83512, 0.21774], [3.21969, -1.02378, -0.03714], [3.20122, -0.34555, 0.97478], [2.07847, 0.17614, 1.52815], [2.38876, 1.05001, 2.50261], [1.58489, 1.72288, 3.14022], [3.87837, 1.10639, 2.63739], [4.70532, 1.88792, 3.41249], [6.07756, 1.69176, 3.29672], [6.58616, 0.72638, 2.44310], [5.74691, -0.04544, 1.64289], [4.38899, 0.17245, 1.73638], [4.29376, 2.63260, 4.07578], [6.75292, 2.29869, 3.88389], [7.65583, 0.57865, 2.39425], [6.15055, -0.79416, 0.97877], [-0.10073, 2.25710, -4.02534], [0.60200, 0.25733, -4.04578], [1.17149, -0.24651, -5.20110], [1.63447, -1.55300, -5.14533], [1.49423, -2.26915, -3.96637], [0.89177, -1.65479, -2.87703], [0.45875, -0.40396, -2.92789], [1.25450, 0.34645, -6.09887], [2.09885, -2.00092, -6.01200], [1.84906, -3.28355, -3.88688], [0.75562, -2.16321, -1.92773]],
  "mulliken_charge": [1.747, -0.668, 1.261, -1.578, 1.309, -1.056, -0.537, -0.995, -0.328, -0.143, -1.308, 0.463, -1.358, -0.749, -1.415, -0.478, 1.487, 0.238, -1.171, -0.640, -0.816, -0.329, 0.798, 0.004, 0.423, 0.356, 0.518, 0.430, 0.423, 0.474, 0.597, 0.430, 0.496, 0.554, 0.440, 0.539, 0.526, 0.525, 0.420, 0.484, 0.389, -1.147, 0.278, -1.144, -0.993, 0.352, -0.342, -2.049, -0.251, 0.902, 0.042, -0.410, 0.322, 0.328, 0.338, 0.365, 0.364, 0.290, 0.370, 0.281, 0.286, 0.342, 0.468, 0.678, -0.654, -0.301, 0.240, 0.039, -0.777, 0.062, -0.557, -0.505, -0.492, -0.471, 0.174, 0.502, 0.401, 0.407, 0.508, 0.033, 0.060, -0.678, -0.330, -1.038, -0.008, 0.255, 0.452, 0.394, 0.492, 0.360]
}

=====

Record 3
{
  "formula": "C4H7NO",
  "method": "ωB97M-V/def2-TZVPD",
  "charge": 0,
  "e_tot_ev": -7796.59196,
  "e_homo_ev": [-7.702, -7.701],
  "de_lowest_ev": 3.052,
  "homo_lumo_gap_ev": [7.707, 7.705],
  "elements": ["C", "C", "O", "C", "C", "N", "H", "H", "H", "H", "H", "H", "H"],
  "xyz": [[-1.26227, 0.27170, 1.67327], [-0.46802, -0.26622, 0.47095], [-0.49480, -1.47952, 0.21211], [0.20621, 0.73983, -0.29929], [1.55139, -0.71501, -1.37312], [0.71119, 0.27140, -1.52749], [-2.25335, 0.62347, 1.36774], [-0.73692, 1.10817, 2.14820], [-1.38193, -0.54201, 2.38920], [0.12826, 1.79618, -0.09151], [1.55507, -1.58486, -2.02021], [2.23640, -0.61896, -0.53705], [0.20876, 0.39582, -2.41281]],
  "nbo_charge": [-0.690, 0.480, -0.665, -0.384, 0.022, -0.430, 0.224, 0.213, 0.229, 0.204, 0.197, 0.208, 0.393]
}